Record 1
{
  "formula": "C18H21AlNO2S2",
  "method": "ωB97M-V/def2-TZVPD",
  "charge": -1,
  "lumo_ev": 1.45,
  "multiplicity": 1,
  "e_homo_ev": -4.9,
  "elements": ["S", "S", "Al", "O", "O", "N", "C", "C", "C", "C", "C", "C", "C", "C", "C", "C", "C", "C", "C", "C", "C", "C", "C", "C", "H", "H", "H", "H", "H", "H", "H", "H", "H", "H", "H", "H", "H", "H", "H", "H", "H", "H", "H", "H", "H"],
  "positions_angstrom": [[2.586, -2.805, 1.946], [1.962, -0.073, 3.004], [-3.713, 1.734, -0.433], [-2.912, 3.064, -1.474], [-2.589, 2.100, 1.010], [0.868, -1.085, 0.645], [-0.225, 1.828, 0.909], [1.536, -0.326, -3.122], [-0.236, -2.012, 0.503], [-1.560, 2.921, -1.034], [3.003, -0.522, -0.625], [0.860, -0.663, -1.889], [2.107, 1.552, 2.136], [3.692, -0.167, -1.881], [-1.405, -1.771, 1.373], [-1.505, -4.012, -0.424], [1.549, -0.785, -0.578], [0.756, 2.363, 2.017], [-1.425, 2.828, 0.574], [-0.302, -3.167, -0.380], [2.985, -0.048, -3.145], [1.756, -1.404, 1.752], [-2.605, -2.588, 1.358], [-2.669, -3.716, 0.429], [-1.042, 2.104, -1.623], [-3.211, 0.341, -1.085], [-1.353, 3.874, 0.978], [2.520, 1.455, 1.095], [-0.711, 0.907, 1.318], [-0.244, -0.853, -1.885], [0.233, 2.472, 3.005], [-3.594, -4.331, 0.382], [3.439, 0.228, -4.121], [-3.438, -2.292, 2.045], [1.041, 3.415, 1.703], [4.790, 0.048, -1.896], [-1.598, -4.888, -1.112], [0.285, 1.530, -0.047], [3.658, -0.547, 0.278], [-1.369, -0.913, 2.085], [-0.940, 3.834, -1.300], [2.829, 2.165, 2.741], [0.561, -3.408, -1.040], [0.911, -0.268, -4.047], [-5.280, 1.882, -0.146]],
  "forces_ev_per_angstrom": [[-0.982, 0.798, -0.058], [0.263, -0.644, -1.072], [1.475, 1.080, 0.172], [0.763, -0.908, 1.285], [-0.349, 1.018, -0.474], [0.803, -1.186, -1.190], [-0.037, 0.605, 0.845], [1.108, -0.001, 1.808], [-3.370, -1.631, 0.895], [0.534, 1.544, -0.385], [-0.577, 0.299, -1.648], [0.784, 0.008, 0.726], [-0.955, 1.096, -0.596], [-1.815, -0.031, -0.482], [0.215, -0.927, -0.832], [-0.508, 1.731, 1.496], [2.437, 1.046, -2.702], [0.297, 0.474, -0.895], [-0.750, -2.925, -1.479], [-1.301, 0.081, 0.782], [-1.964, -0.863, 1.928], [0.500, 0.844, 0.532], [1.899, -0.369, -1.419], [1.926, 1.339, 0.216], [-0.499, 0.185, 1.016], [-0.192, -0.225, -0.003], [0.014, -0.939, 0.023], [-0.251, -0.220, 1.088], [0.330, 0.895, -0.594], [1.171, 0.310, -0.169], [0.450, -0.303, -0.840], [0.917, 0.465, -0.059], [-0.089, -0.248, 1.073], [0.819, -0.500, -0.888], [-0.092, -0.998, 0.416], [-1.150, -0.302, 0.337], [0.405, 0.983, 0.633], [-0.054, 0.464, 0.963], [-0.869, -0.119, -0.770], [0.010, -0.758, -0.790], [-0.666, -0.509, -0.048], [-0.518, -0.897, -0.389], [-0.795, 0.235, 0.592], [0.735, -0.007, 0.936], [-0.073, 0.010, 0.018]],
  "lowdin_charge": [0.678, 0.847, 0.189, -0.313, -0.314, -0.120, -0.153, -0.077, -0.231, -0.314, -0.046, -0.027, -0.468, -0.092, 0.003, -0.071, -0.209, -0.252, -0.347, -0.028, -0.101, -1.056, -0.067, -0.084, 0.091, -0.082, 0.132, 0.071, 0.081, 0.115, 0.112, 0.088, 0.086, 0.105, 0.111, 0.092, 0.090, 0.096, 0.087, 0.107, 0.105, 0.071, 0.109, 0.100, -0.115]
}

Record 2
{
  "formula": "C19H40NOP3Ti",
  "method": "ωB97M-V/def2-TZVPD",
  "charge": 3,
  "lumo_ev": [-10.10, -9.94],
  "multiplicity": 2,
  "de_lowest_kcal_mol": 70.3,
  "e_homo_ev": [-16.0, -16.0],
  "s_squared": 0.77,
  "elements": ["Ti", "P", "P", "P", "O", "N", "C", "C", "C", "C", "C", "C", "C", "C", "C", "C", "C", "C", "C", "C", "C", "C", "C", "C", "C", "H", "H", "H", "H", "H", "H", "H", "H", "H", "H", "H", "H", "H", "H", "H", "H", "H", "H", "H", "H", "H", "H", "H", "H", "H", "H", "H", "H", "H", "H", "H", "H", "H", "H", "H", "H", "H", "H", "H", "H"],
  "positions_angstrom": [[-0.895, 1.130, -0.211], [1.068, 2.639, 0.483], [1.901, -0.906, 1.577], [-1.651, -1.815, 0.348], [-0.035, 0.018, -1.460], [-1.224, 0.911, 1.790], [0.958, -0.868, -3.441], [-2.135, -2.656, 1.928], [-0.496, -3.034, -0.472], [-0.573, -2.169, -4.852], [-1.242, 0.865, 2.970], [1.280, 3.407, 2.141], [2.795, 2.349, -0.174], [-3.226, -1.998, -0.593], [-1.083, 2.184, -2.618], [-1.683, -1.554, -4.276], [-1.500, -0.449, -3.438], [0.735, -1.769, -4.473], [-2.218, 2.207, -1.756], [-1.670, 1.069, 4.300], [1.064, -2.095, 2.620], [-0.180, -0.311, -2.807], [2.538, 0.342, 2.685], [3.255, -1.798, 0.709], [0.457, 4.099, -0.437], [0.741, -2.994, 2.074], [-0.801, -2.992, -5.549], [-0.784, 0.937, 4.960], [-0.484, 4.481, -0.011], [4.006, -2.070, 1.483], [-2.819, 3.085, -1.273], [2.729, 2.182, -1.270], [-2.312, 0.327, -3.351], [0.189, -1.625, 3.090], [0.921, -0.288, 0.657], [2.987, 1.156, 2.103], [-2.954, 1.429, -2.051], [3.297, -0.160, 3.312], [0.901, 2.782, 2.955], [3.712, -1.126, -0.057], [-3.710, -1.009, -0.508], [0.259, -2.482, -1.067], [0.694, 4.332, 2.145], [1.566, -2.108, -5.088], [1.683, 0.694, 3.290], [3.425, 3.248, 0.003], [1.979, -0.611, -3.123], [0.258, 3.870, -1.490], [-1.317, -3.206, 2.408], [2.319, 3.682, 2.371], [-0.163, 2.767, -2.645], [0.032, -3.677, 0.260], [2.875, -2.724, 0.211], [-2.747, -1.797, -4.518], [-3.112, -2.251, -1.662], [-2.056, 2.099, 4.391], [1.288, 4.825, -0.314], [3.315, 1.467, 0.266], [-3.837, -2.747, -0.064], [-2.435, 0.305, 4.533], [-2.480, -1.890, 2.636], [-2.969, -3.348, 1.745], [-1.077, -3.671, -1.163], [1.748, -2.408, 3.420], [-1.110, 1.720, -3.653]],
  "forces_ev_per_angstrom": [[0.639, -2.757, -2.035], [0.622, 0.638, -0.263], [-0.039, -0.833, -0.945], [0.117, -0.800, -0.514], [-0.837, 2.560, 0.224], [0.664, -0.156, 4.552], [-1.038, 0.222, 0.557], [-0.041, 0.252, 0.163], [0.124, 0.207, -0.068], [0.176, -0.668, 0.615], [-1.280, 1.012, -4.933], [-0.199, -0.034, 0.307], [-0.100, -0.067, -0.349], [-0.174, 0.461, 0.205], [-2.054, 1.574, -0.864], [-0.529, 1.296, -0.253], [0.990, -0.221, 1.145], [-0.810, -0.148, -1.533], [0.176, 0.488, -1.744], [0.653, -0.474, 1.735], [-0.340, -0.248, 0.229], [-0.420, -1.843, -1.055], [0.007, -0.023, -0.061], [-0.233, 0.428, -0.329], [0.648, 0.247, -0.027], [0.248, 0.478, 0.152], [0.686, 0.541, 0.241], [-0.736, 0.121, 0.027], [0.457, -0.046, 0.083], [-0.398, 0.158, -0.487], [2.060, -1.236, -0.218], [0.025, 0.097, 0.600], [0.716, -1.787, 0.520], [0.193, -0.153, -0.101], [1.303, -0.901, 0.897], [-0.068, -0.222, 0.596], [0.272, 0.660, 0.153], [-0.315, 0.403, -0.105], [0.119, 0.080, -0.145], [-0.227, -0.592, 0.605], [-0.237, -0.537, -0.205], [-0.410, -0.298, 0.207], [0.077, -0.131, 0.031], [-0.080, -0.187, 0.399], [0.606, -0.034, -0.108], [-0.458, -0.478, -0.048], [-0.600, -0.275, 0.067], [0.472, 0.466, 0.529], [-0.305, 0.141, -0.271], [-0.220, -0.186, -0.244], [-0.566, 0.354, 0.654], [-0.429, 0.283, -0.413], [0.198, 0.789, 0.428], [1.204, 0.144, -0.291], [0.127, 0.123, 0.577], [0.068, -0.425, 0.014], [-0.784, 0.063, -0.384], [-0.512, 0.704, -0.377], [0.078, 0.295, -0.508], [0.255, 0.432, 0.138], [-0.059, -0.226, -0.062], [0.310, 0.172, 0.080], [0.345, 0.224, 0.381], [-0.024, 0.094, -0.184], [-0.108, -0.220, 2.011]],
  "lowdin_charge": [0.799, 0.795, 0.885, 0.837, -0.353, 0.033, -0.027, -0.250, -0.229, -0.045, -0.179, -0.229, -0.212, -0.244, -0.016, -0.069, -0.062, -0.050, -0.130, 0.009, -0.210, -0.355, -0.200, -0.160, -0.244, 0.045, 0.129, 0.126, 0.075, 0.087, 0.148, 0.066, 0.099, 0.044, -0.011, 0.027, 0.063, 0.099, 0.017, 0.072, 0.037, 0.025, 0.063, 0.123, 0.052, 0.083, 0.124, 0.014, 0.031, 0.079, 0.068, 0.040, 0.081, 0.139, 0.050, 0.139, 0.086, 0.024, 0.055, 0.131, 0.033, 0.061, 0.069, 0.094, 0.121]
}

Record 3
{
  "formula": "C2H5NO",
  "method": "ωB97M-V/def2-TZVPD",
  "charge": 0,
  "lumo_ev": [0.24, -0.55],
  "multiplicity": 1,
  "de_lowest_kcal_mol": 148.5,
  "e_homo_ev": [-9.5, -8.8],
  "elements": ["O", "N", "C", "C", "H", "H", "H", "H", "H"],
  "positions_angstrom": [[1.915, 0.878, 0.150], [1.144, -0.045, 0.058], [-1.610, 1.025, -0.075], [1.112, -1.281, 0.059], [-2.484, 0.684, -0.688], [-1.040, 0.680, 0.811], [2.040, -1.989, -0.061], [0.220, -1.947, 0.050], [-1.297, 1.994, -0.305]],
  "forces_ev_per_angstrom": [[0.484, 0.157, -0.280], [-0.789, 1.240, 0.491], [-0.405, -0.580, 0.208], [1.392, -4.834, -0.708], [1.136, -0.304, 1.254], [-1.271, -0.574, -0.774], [-1.114, 1.887, 0.436], [0.156, 1.535, -0.011], [0.411, 1.473, -0.616]],
  "lowdin_charge": [0.041, -0.199, 0.067, -0.049, 0.012, -0.009, 0.111, 0.077, -0.051]
}

Calculated molecular weight, 374.487 439.324 59.068 g/mol (same order as the records).
Calculated maximum force, 3.85 5.20 5.08 eV/A (same order as the records).